[1]
The molecule C3H6F2N2 at a distorted geometry, computed with wB97M-V/def2-TZVPD.

Its SMILES is [H]/N=C(\N)[C@H](F)CF.

```
! wB97M-V def2-TZVPD RIJCOSX def2/J DEFGRID3
* xyz 0 1
H 0.66 1.88 1.68
N 0.04 1.66 0.84
C -0.18 0.41 0.77
N 0.41 -0.54 1.53
C -0.80 -0.23 -0.48
F -0.99 -1.63 -0.17
C 0.05 -0.11 -1.60
F 1.46 -0.24 -1.48
H 1.40 -0.24 2.03
H 0.23 -1.51 1.50
H -1.74 0.20 -0.40
H -0.15 1.00 -1.77
H -0.40 -0.65 -2.45
*
```

Atomic partial charges in e from the Löwdin method, atoms 1 to 4: 0.074 0.119 -0.499 0.104

***

[2]
The molecule C2H4N2S2 at a distorted geometry, computed with wB97M-V/def2-TZVPD.

Its SMILES is [H]/N=C1/NSCS1.

```
! wB97M-V def2-TZVPD RIJCOSX def2/J DEFGRID3
* xyz 0 1
H 2.04 1.52 1.29
N 1.36 0.84 1.62
C 0.63 0.36 0.72
N -0.48 -0.42 0.98
S -1.80 -0.23 -0.15
C -0.56 -0.50 -1.48
S 0.87 0.47 -1.04
H -0.80 -0.25 1.94
H -0.96 -0.26 -2.45
H -0.29 -1.53 -1.44
*
```

Atomic partial charges in e from the Löwdin method, atoms 1 to 4: 0.045 0.078 -0.860 -0.353

***

[3]
A cluster of 2 separate species, C3H5NO2S in total at a distorted geometry, computed with wB97M-V/def2-TZVPD.

Its SMILES is C=CSO.N=C=O.

```
! wB97M-V def2-TZVPD RIJCOSX def2/J DEFGRID3
* xyz 0 1
C 0.26 1.44 -0.16
C 0.43 0.37 -0.87
S 1.86 -0.66 -0.40
O 1.50 -1.96 -1.37
H -0.53 2.11 -0.42
H 0.82 1.85 0.65
H -0.15 -0.05 -1.65
H 1.50 -1.76 -2.37
N -0.80 -0.33 1.98
C -1.84 -0.20 1.44
O -2.78 0.25 0.93
H -0.29 -1.07 2.25
*
```

Atomic partial charges in e from the Löwdin method, atoms 1 to 4: -0.131 -0.451 0.849 -0.539

***

no.,molar mass (g mol⁻¹),gap between HOMO and LUMO (eV),E_HOMO (eV)
1,108.09,10.368,-9.50
2,120.20,8.997,-8.69
3,119.14,8.941,-8.50